111
Properties=species:S:1:pos:R:3:forces:R:3 method="wB97M-V/def2-TZVPD" spin_multiplicity=1 lumo_ev=-2.47 homo_energy_ha=-0.1615 e_above_lowest_kj_mol=323.4 gap_ev=1.92
N -7.24792 -0.70496 0.62111 1.14 0.01 -0.24
C -6.11147 -0.70539 0.38609 -2.47 0.02 0.50
C -4.73766 -0.71358 0.11156 1.07 0.11 -0.21
C -4.03745 -1.91222 0.08430 0.09 -0.36 0.04
C -2.68501 -1.91821 -0.17620 -0.36 -0.80 0.02
C -2.02270 -0.74066 -0.40720 0.67 -0.10 -0.58
S -0.26014 -0.79031 -0.71072 1.67 1.03 2.88
C 0.25051 -0.49434 0.97813 -1.20 -0.75 -2.81
Cl 1.61445 -1.28545 1.61484 0.72 -0.58 0.31
O 0.07597 -2.20296 -1.11059 -0.34 2.96 -0.04
O 0.03699 0.45553 -1.49962 -0.67 -2.82 0.18
C -2.70564 0.45099 -0.40015 -0.03 0.72 -0.10
C -4.05918 0.47166 -0.14073 -0.13 0.18 0.11
H -4.56275 -2.83535 0.26791 -0.06 -0.14 0.01
H -2.13321 -2.84248 -0.22280 0.08 -0.13 0.05
H -0.28209 0.19479 1.59245 -0.16 0.40 -0.02
H -2.17615 1.36266 -0.62107 0.10 0.13 -0.06
H -4.60428 1.40186 -0.13247 -0.04 0.15 -0.02
C 11.76508 0.96120 7.60721 0.21 0.07 -0.11
C 11.35141 1.56723 8.77758 0.24 0.03 -0.23
C 10.14897 1.22807 9.34955 -1.15 -0.78 0.28
C 9.32451 0.25648 8.75364 1.66 0.15 -0.77
O 8.07380 -0.11041 9.27025 0.40 0.59 2.01
P 7.06407 1.17101 9.33703 -0.51 1.27 -5.70
O 5.59774 0.74331 9.93242 2.05 -1.68 1.03
C 5.71029 -0.42877 10.70465 -0.41 -1.99 1.80
C 5.49643 -0.38528 12.09441 0.19 0.84 -1.27
C 5.69156 -1.50550 12.86830 0.03 -0.31 0.14
C 6.07956 -2.69936 12.28974 0.00 -0.13 0.12
C 6.24723 -2.77822 10.92055 0.00 -0.16 0.19
C 6.06052 -1.66733 10.13341 -0.45 1.41 -0.31
O 7.75754 2.48515 10.02273 -1.07 -1.01 1.45
C 6.94796 3.12258 10.95851 -0.64 1.41 1.77
C 7.54383 3.74900 12.06715 0.20 -0.84 -1.05
C 6.77006 4.36080 13.02764 -0.18 0.15 0.09
C 5.39401 4.38832 12.90589 -0.16 0.14 0.20
C 4.78940 3.82154 11.80086 -0.03 0.14 0.21
C 5.55045 3.19975 10.84082 0.97 -0.05 -0.72
Pd 6.35401 1.10689 7.04099 0.61 0.30 0.66
P 7.49949 0.16069 5.14358 -2.07 2.62 5.46
O 8.99043 0.76435 4.88142 -0.71 -1.92 -1.13
C 9.70870 0.01451 3.95041 1.97 -0.76 -1.86
C 10.64867 0.64081 3.11184 -0.98 0.33 0.93
C 11.36538 -0.08598 2.18798 0.10 -0.15 -0.03
C 11.19664 -1.45519 2.08720 0.11 -0.19 -0.23
C 10.29764 -2.09775 2.91182 0.29 0.07 -0.33
C 9.56927 -1.37660 3.82595 -0.18 0.84 0.78
O 7.38160 -1.44293 5.47953 -0.67 0.24 -1.61
C 6.53211 -2.11592 4.58427 -1.17 -2.02 -1.44
C 6.95590 -3.31606 3.98071 0.45 1.14 0.87
C 6.17614 -3.94949 3.04100 -0.26 -0.13 -0.15
C 4.94307 -3.43254 2.69146 -0.03 -0.21 -0.18
C 4.48049 -2.28458 3.30257 -0.16 -0.13 -0.16
C 5.25133 -1.64539 4.24376 0.95 0.03 1.01
O 6.45176 0.65988 3.99034 2.55 -0.02 -1.36
C 7.12610 1.24899 2.90236 0.46 0.73 -2.36
C 7.18395 0.57501 1.66915 -0.35 -0.10 1.47
C 7.87075 1.11356 0.60569 0.16 0.15 -0.19
C 8.49834 2.33950 0.72651 0.09 0.04 -0.19
C 8.44177 3.02930 1.92215 0.10 0.04 -0.28
C 7.77063 2.49744 2.99601 -0.98 -0.99 0.70
C 6.04170 3.19572 6.40718 -0.67 -1.88 0.14
C 6.68667 4.28476 7.07564 0.65 0.93 0.67
C 7.98395 4.65773 6.67208 -0.71 -0.42 0.11
C 8.62041 5.72304 7.25749 0.27 0.23 0.10
C 7.98918 6.44977 8.25446 0.04 -0.05 0.04
C 6.73419 6.07056 8.70398 0.09 0.21 0.19
C 6.08927 5.00122 8.13092 0.04 -0.48 -0.67
C 4.82380 2.55488 6.81922 -0.76 1.35 0.14
C 4.33958 1.45431 6.13746 0.59 -0.20 -0.90
C 9.77590 -0.36848 7.57990 -1.07 0.20 0.98
C 10.97709 -0.00909 7.01934 0.31 0.07 0.02
H 12.69707 1.25305 7.14706 0.10 -0.01 -0.02
H 11.96761 2.32020 9.23894 0.08 0.12 0.13
H 9.81301 1.70537 10.25374 0.17 0.01 0.10
H 5.22478 0.55626 12.53837 -0.11 0.24 0.16
H 5.55265 -1.44949 13.93498 -0.05 0.06 0.16
H 6.25589 -3.56826 12.90480 -0.03 -0.08 0.06
H 6.54401 -3.70958 10.46780 0.02 -0.12 -0.12
H 6.22632 -1.70958 9.07117 -0.04 -0.15 -0.25
H 8.61534 3.71546 12.16534 0.24 0.00 0.01
H 7.23858 4.82410 13.87995 0.13 0.04 0.11
H 4.79069 4.85590 13.66785 -0.05 0.08 0.08
H 3.71905 3.86512 11.68552 -0.17 -0.02 -0.03
H 5.08868 2.75260 9.98006 -0.30 0.27 -0.01
H 10.77110 1.70729 3.19257 0.07 0.23 -0.01
H 12.06733 0.41232 1.53890 0.08 0.13 -0.04
H 11.76846 -2.02434 1.37228 0.09 -0.03 -0.13
H 10.16791 -3.16638 2.84895 -0.05 -0.13 0.02
H 8.91081 -1.88154 4.49872 0.37 -0.25 -0.16
H 7.91536 -3.72175 4.25133 0.22 -0.15 0.06
H 6.53308 -4.85149 2.57092 0.07 -0.15 0.00
H 4.33358 -3.93457 1.95694 -0.08 0.00 -0.12
H 3.52157 -1.87806 3.02517 -0.12 0.05 0.09
H 4.88638 -0.76162 4.73042 -0.28 0.02 0.05
H 6.71360 -0.39031 1.60016 -0.19 -0.24 -0.10
H 7.92954 0.56814 -0.32215 -0.07 -0.08 -0.11
H 9.03799 2.75670 -0.10931 0.04 0.03 -0.10
H 8.93980 3.98050 2.01927 0.03 0.15 0.05
H 7.76384 3.02005 3.93388 -0.01 0.23 0.23
H 6.46484 2.89351 5.44934 -0.41 0.45 -0.03
H 8.48727 4.06511 5.92789 0.11 -0.09 -0.27
H 9.62080 5.98591 6.94983 0.07 0.06 -0.07
H 8.48149 7.30406 8.69035 0.08 0.09 0.09
H 6.26937 6.61159 9.51479 -0.09 0.05 0.03
H 5.11037 4.71834 8.47337 -0.22 0.03 0.08
H 4.30206 2.91642 7.70785 0.16 -0.08 -0.29
H 4.74510 1.21348 5.15685 -0.68 0.45 -0.01
H 3.44060 0.92832 6.44687 0.29 0.01 0.16
H 9.13260 -1.08854 7.10530 -0.04 -0.27 0.00
H 11.28857 -0.46865 6.09838 0.09 -0.16 -0.18



111
Properties=species:S:1:pos:R:3:forces:R:3 method="wB97M-V/def2-TZVPD" spin_multiplicity=4 charge=+1 lumo_ev="-2.13 / -4.95" homo_energy_ha="-0.3620 / -0.3709" s2=3.774 e_above_lowest_kj_mol=0.0 gap_ev="7.72 / 5.14"
Re -0.18121 -0.02272 0.39883 -0.23 -0.97 -1.53
O 0.60567 0.69574 3.34105 0.74 -0.34 1.06
S -0.19715 1.28697 2.30343 -0.27 2.19 0.47
C -1.87161 1.55424 2.87430 0.18 -0.06 0.11
C -2.05899 1.40219 4.22811 0.33 -0.20 -0.36
C -3.23810 1.80049 4.87347 -0.34 0.20 -0.17
C -4.20808 2.39463 4.11239 0.30 -0.12 0.15
C -5.52224 3.00443 4.49359 -0.18 -0.01 0.22
C -6.13109 3.51154 3.16684 -0.21 0.14 0.08
C -5.14307 3.11907 2.11292 0.27 -0.09 -0.19
C -5.15122 3.28473 0.75469 -0.15 0.04 0.24
C -4.08037 2.75754 0.02613 0.29 0.04 0.16
C -2.97714 2.13677 0.60040 -0.19 0.05 -0.45
P -1.99705 1.19480 -0.61386 -0.03 -0.05 0.27
C -1.93202 2.34011 -2.03424 0.08 0.04 0.05
C -1.56876 3.66740 -1.81035 -0.06 -0.16 0.01
C -1.56277 4.57201 -2.85576 0.04 0.11 0.04
C -1.92448 4.16786 -4.13152 -0.02 -0.11 -0.04
C -2.29075 2.85274 -4.35624 0.03 0.07 -0.11
C -2.28944 1.94017 -3.31642 0.03 -0.10 0.22
C -3.16741 -0.11134 -1.15343 0.11 0.13 -0.19
C -2.67519 -1.05952 -2.05124 -0.05 0.04 0.14
C -3.42355 -2.17926 -2.35913 0.08 0.02 -0.07
C -4.66694 -2.37013 -1.78030 -0.07 0.01 0.08
C -5.17041 -1.41938 -0.91095 -0.06 -0.15 0.01
C -4.42731 -0.29493 -0.59576 0.06 0.12 -0.06
C -2.89651 2.03869 2.02039 -0.31 0.19 0.14
C -4.03680 2.49408 2.71656 0.23 -0.02 -0.10
C 0.39694 3.01611 2.37182 -0.30 -0.37 -0.36
C -0.00150 3.73627 3.47697 -0.20 -0.23 -0.08
C 0.57337 4.95657 3.85749 0.21 0.05 -0.11
C 1.58093 5.45131 3.08175 -0.22 -0.19 -0.01
C 2.42645 6.67741 3.23239 0.03 0.23 0.13
C 3.33040 6.69219 1.98215 0.13 0.20 -0.07
C 2.99783 5.42696 1.25753 -0.05 -0.39 -0.30
C 3.49588 4.88684 0.10445 -0.01 0.24 0.31
C 3.01163 3.63869 -0.29722 -0.20 -0.10 0.11
C 2.04296 2.91214 0.38043 0.19 0.00 -0.34
P 1.82737 1.19908 -0.23892 0.12 0.03 0.47
C 2.02664 1.43335 -2.03169 -0.09 -0.03 0.02
C 2.78843 0.58828 -2.82853 -0.13 -0.05 0.17
C 2.90156 0.83295 -4.18684 0.05 -0.11 -0.04
C 2.27131 1.92573 -4.75502 0.01 -0.02 -0.02
C 1.50863 2.76816 -3.96271 -0.07 0.06 -0.08
C 1.37622 2.51681 -2.61315 0.00 -0.15 0.07
C 3.40030 0.42406 0.29096 -0.02 0.10 -0.36
C 3.42377 -0.57831 1.25146 -0.20 0.04 0.04
C 4.62603 -1.14928 1.63259 0.24 -0.03 -0.01
C 5.81598 -0.72564 1.06787 -0.12 -0.11 0.03
C 5.79972 0.27698 0.11262 0.09 0.14 -0.12
C 4.60394 0.84625 -0.27542 0.01 -0.08 0.09
C 1.44198 3.48926 1.53862 0.21 0.18 -0.16
C 1.97582 4.73927 1.93322 -0.05 -0.13 0.09
H -1.24307 0.97027 4.79214 0.06 -0.01 0.06
H -3.33383 1.67926 5.94065 -0.05 -0.05 0.12
H -6.16095 2.25937 4.96765 -0.05 0.01 0.05
H -5.38317 3.81146 5.21490 -0.03 -0.02 -0.01
H -7.11016 3.07135 2.97370 -0.01 0.06 -0.01
H -6.25555 4.59570 3.17582 -0.08 -0.01 -0.01
H -5.97224 3.76485 0.24536 -0.08 0.06 -0.09
H -4.12619 2.82136 -1.05219 -0.06 -0.02 -0.06
H -1.31186 3.98270 -0.80764 0.06 0.11 0.09
H -1.28439 5.59968 -2.68403 0.04 0.13 0.09
H -1.92749 4.87415 -4.94716 -0.01 0.10 -0.06
H -2.59465 2.53649 -5.34137 -0.01 -0.05 -0.14
H -2.59257 0.92094 -3.49430 -0.06 -0.03 -0.10
H -1.68266 -0.92824 -2.45746 0.09 -0.12 -0.06
H -3.03152 -2.92232 -3.03626 0.05 -0.04 -0.13
H -5.23497 -3.26284 -1.99154 -0.08 -0.07 -0.07
H -6.13449 -1.56944 -0.44897 -0.09 0.02 0.02
H -4.83290 0.42149 0.10026 0.00 0.04 0.11
H -0.77480 3.33081 4.11022 -0.03 0.05 -0.01
H 0.23386 5.45695 4.75175 -0.05 0.03 0.07
H 1.81444 7.57556 3.30344 0.00 0.04 0.05
H 3.01337 6.61163 4.14975 0.00 0.05 0.01
H 3.12138 7.54999 1.34186 0.04 0.08 0.04
H 4.38992 6.72999 2.23804 -0.01 0.04 -0.01
H 4.25809 5.38549 -0.47082 0.14 0.05 -0.13
H 3.42729 3.22378 -1.20207 0.03 0.03 -0.01
H 3.30093 -0.25283 -2.38531 0.06 0.08 -0.06
H 3.50076 0.17169 -4.79235 0.09 -0.07 -0.12
H 2.37854 2.12897 -5.80877 0.03 0.01 -0.13
H 1.02788 3.62930 -4.39506 -0.13 0.13 -0.08
H 0.78804 3.16746 -1.98611 0.05 0.13 -0.08
H 2.51171 -0.92611 1.70711 0.05 0.09 0.03
H 4.62617 -1.93429 2.37027 0.00 -0.11 0.16
H 6.75168 -1.17607 1.35518 0.13 -0.07 0.10
H 6.72073 0.62124 -0.33311 0.10 0.01 -0.04
H 4.61360 1.61567 -1.02827 0.06 0.06 -0.11
O -0.60834 -3.40059 2.35222 0.16 -0.45 0.07
S -0.49887 -1.97686 2.52009 -2.42 -1.25 1.00
O -0.67276 -1.48965 3.84873 0.51 -0.17 0.46
O 0.67097 -1.45987 1.75815 0.92 0.62 -0.81
S -2.02301 -1.12036 1.43286 0.16 -0.31 -0.61
C 0.37898 -3.03622 -3.91886 0.22 0.49 -0.63
N 0.26313 -3.80509 -2.71264 -0.16 -0.53 0.68
C -0.74850 -4.64925 -2.37403 0.00 0.00 -0.06
C -0.50666 -5.09764 -1.11149 -0.03 0.04 0.07
N 0.65932 -4.53458 -0.69826 -0.39 0.06 -0.80
C 1.30425 -4.71247 0.56869 0.54 0.00 1.14
C 1.12288 -3.74375 -1.67857 0.31 0.14 -0.07
Se 2.66446 -2.75853 -1.61600 0.24 0.09 0.00
H -0.49149 -3.20918 -4.54733 0.01 -0.08 0.07
H 1.28474 -3.31893 -4.45622 -0.11 0.00 -0.01
H 0.44193 -1.97723 -3.66552 -0.04 -0.04 0.03
H -1.52933 -4.90576 -3.05900 -0.21 0.03 -0.08
H -1.08101 -5.75503 -0.49174 -0.05 -0.13 0.13
H 1.12309 -5.71840 0.94076 -0.01 -0.02 -0.12
H 0.90455 -4.00025 1.29932 0.07 -0.25 -0.30
H 2.37263 -4.54066 0.44481 -0.11 -0.16 0.00
F 0.14471 -1.36574 -1.12243 -0.11 0.90 0.74